Entry 1:
The following is a DFT calculation (ωB97M-V/def2-TZVPD) of a single C4H3FO molecule.

ORCA input file:
```
! RIJCOSX wB97M-V def2-TZVPD def2/J DEFGRID3
* xyz 0 1
C -1.193 -0.242 -0.020
C -0.444 0.877 -0.028
C 0.926 0.469 -0.002
C 0.915 -0.895 -0.014
H -0.798 1.911 0.073
H 1.805 1.103 -0.020
H 1.677 -1.601 0.021
O -0.373 -1.343 -0.004
F -2.515 -0.281 -0.005
*
```

Computed properties:
Largest force on an atom, eV Å⁻¹: 2.636
LUMO energy, eV: 1.06
M, g/mol: 86.1
SMILES: Fc1ccco1
Relative energy (zero: lowest compared OMol25 entry of this formula, charge and spin), kcal per mole: 1.6

---

Entry 2:
The following is a DFT calculation (ωB97M-V/def2-TZVPD) of a single C4H8O2 molecule.

ORCA input file:
```
! RIJCOSX wB97M-V def2-TZVPD def2/J DEFGRID3
* xyz 0 1
C -1.309 0.893 1.231
C 0.069 0.356 0.982
O 0.279 -1.035 0.794
C 0.558 -0.145 -0.305
C -0.254 -0.593 -1.500
O 0.116 -1.942 -1.694
H -2.038 0.517 0.510
H -1.261 1.984 1.147
H -1.646 0.641 2.240
H 0.836 0.766 1.641
H 1.618 -0.015 -0.526
H -0.006 -0.050 -2.418
H -1.335 -0.498 -1.318
H 0.141 -2.298 -0.792
*
```

Computed properties:
Largest force on an atom, eV Å⁻¹: 0.433
LUMO energy, eV: 1.04
M, g/mol: 88.1
SMILES: C[C@H]1O[C@H]1CO
Relative energy (zero: lowest compared OMol25 entry of this formula, charge and spin), kcal per mole: 48.1

---

Entry 3:
The following is a DFT calculation (ωB97M-V/def2-TZVPD) of a molecular structure, C10H24N3SiZn.

ORCA input file:
```
! RIJCOSX wB97M-V def2-TZVPD def2/J DEFGRID3
* xyz -1 1
C -2.918 -0.780 -0.266
Zn -1.741 0.764 0.548
N -0.592 2.554 0.858
N -3.142 2.216 -0.630
H 0.053 2.631 0.064
H -2.791 0.488 1.752
H -2.749 -1.752 0.210
H -2.609 -0.822 -1.320
H -3.977 -0.507 -0.200
H -2.645 2.762 -1.335
H -3.566 2.852 0.048
H -3.903 1.710 -1.088
H -1.148 3.406 0.913
H -0.011 2.488 1.697
C -0.753 -1.495 2.569
Si 0.500 -1.388 1.172
C 2.211 -1.180 1.905
C 0.386 -2.984 0.206
N 0.154 -0.013 0.159
C 1.000 0.367 -0.852
C 2.108 1.236 -0.606
C 3.102 1.395 -1.566
C 2.980 0.768 -2.812
C 1.837 0.014 -3.121
C 0.828 -0.151 -2.169
H -0.433 -2.320 3.221
H -1.763 -1.704 2.201
H -0.789 -0.569 3.155
H 2.390 -2.001 2.614
H 3.002 -1.213 1.144
H 2.305 -0.232 2.452
H -0.634 -3.172 -0.150
H 1.063 -2.999 -0.656
H 0.672 -3.802 0.880
H 2.191 1.704 0.382
H 3.964 2.029 -1.342
H 3.775 0.871 -3.554
H 1.718 -0.434 -4.109
H -0.075 -0.736 -2.373
*
```

Computed properties:
Largest force on an atom, eV Å⁻¹: 2.190
LUMO energy, eV: 2.47
M, g/mol: 279.8

---

Entry 4:
The following is a DFT calculation (ωB97M-V/def2-TZVPD) of a single C2H6N2O2 molecule.

ORCA input file:
```
! RIJCOSX wB97M-V def2-TZVPD def2/J DEFGRID3
* xyz 0 1
C -1.041 0.921 -0.876
N 1.520 0.341 0.846
C 0.600 -0.453 0.121
N -0.346 -1.170 0.875
O 0.105 0.099 -1.048
O 1.889 -0.884 0.052
H 1.947 1.097 0.305
H -0.595 -2.043 0.427
H -0.091 -1.296 1.845
H -0.816 1.762 -0.214
H -1.297 1.276 -1.871
H -1.875 0.350 -0.463
*
```

Computed properties:
Largest force on an atom, eV Å⁻¹: 1.397
LUMO energy, eV: 1.01
M, g/mol: 90.1
SMILES: CO[C@]1(N)NO1
Relative energy (zero: lowest compared OMol25 entry of this formula, charge and spin), kcal per mole: 79.6

---

Number 1: HOMO -8.879 eV. Number 2: HOMO -10.242 eV. Number 3: HOMO -1.757 eV. Number 4: HOMO -9.890 eV.